No. 1
The following is a DFT calculation (the ωB97M-V functional and the def2-TZVPD basis) of C33H41Cl2IrN2O2Te as an isolated structure.

Values from the calculation:
Expectation value of S² = 0.760
ΔE to the lowest compared entry with this formula, charge and spin = 11.2 kcal/mol
Net charge = +1
LUMO level (spin up / spin down) = -2.7 / -4.9 eV
F_max = 0.0133 hartree/bohr
Spin multiplicity = 2

Cartesian coordinates (Å):
H: -1.1934 -4.6371 -0.6508
H: 0.0183 -1.6222 2.5753
C: -1.5548 -0.3059 1.7142
H: -0.2053 0.1645 4.0737
H: -2.2681 -2.7871 -3.5357
C: 0.6288 0.5361 -3.7412
H: -3.7962 1.3177 1.9530
H: -3.6787 -0.9517 3.1600
C: 1.2071 -3.3101 -0.8946
C: 1.3198 4.8707 2.3414
C: -1.0000 3.7769 -1.4417
C: 2.9222 0.2748 -4.4486
H: -2.0721 2.2125 -0.4889
H: -3.9644 -0.3443 -1.5699
H: 0.7242 -2.9689 -1.8026
C: 0.3446 3.8499 -1.7182
C: -1.6541 -1.4754 -0.3457
C: 0.2781 -3.3366 0.3252
N: -1.2054 2.6163 -0.7954
C: -2.1737 -0.3942 0.4308
H: -0.8132 -1.9134 -3.0542
H: 4.2740 2.4006 2.6541
H: -0.0275 -5.4665 0.3659
C: 3.4429 3.0898 2.5664
H: -0.2903 1.7262 3.2436
C: -0.8734 0.9770 3.7764
H: -4.1486 -3.1561 -1.9514
C: -2.8696 -0.5216 3.7533
H: 2.0564 -2.6601 -0.7078
H: -1.8140 4.4482 -1.6557
H: -3.1064 -3.7883 -0.6791
C: -2.0331 0.4663 2.9249
H: -2.2534 -1.3384 4.1328
H: -1.3518 -4.5665 1.1089
C: 1.1436 3.5474 1.9746
H: -3.6107 -1.0103 -3.1455
H: 1.8328 -2.6294 1.6966
H: -1.1719 -3.5164 -2.3810
H: 1.9057 2.3189 -1.2294
C: -3.1512 -0.6968 -2.2078
C: -2.9116 1.6426 2.5033
C: 3.6111 4.4168 2.9281
H: -2.3501 2.3587 1.8944
Cl: 5.3656 0.0402 -5.5899
H: 0.4943 5.5652 2.2558
H: -3.3121 -0.0087 4.6083
C: -2.4244 -1.9045 -1.5960
H: 4.5697 4.7543 3.2985
C: 2.4132 -0.2356 -2.0942
C: -3.5168 -2.8780 -1.1061
C: 2.0079 0.1966 -3.3879
C: 1.1872 -3.4996 1.5502
C: 4.6658 -0.5397 -3.0403
Cl: 4.3708 -1.1948 -0.4635
N: -0.0628 1.9235 -0.6548
Ir: -0.0472 0.0006 0.2254
H: 1.5837 -4.3209 -1.0640
H: 0.6262 -3.6913 2.4673
H: 2.6840 6.3422 3.0982
H: 0.1797 3.2155 1.6090
H: 2.5732 0.6116 -5.4170
H: 0.8678 4.6426 -2.2222
O: 1.6875 -0.2980 -1.0250
C: 2.2053 2.6503 2.0900
C: 3.7753 -0.6206 -1.9941
Te: 2.1046 0.6263 1.6003
H: 1.8398 -4.3562 1.3810
C: -0.5974 -2.0876 0.4966
C: -0.6395 -4.5673 0.2807
H: 5.6951 -0.8351 -2.8908
H: -1.2588 1.4323 4.6899
H: -4.1517 -2.4062 -0.3530
C: 2.5515 5.3065 2.8153
C: 0.8836 2.6621 -1.2149
H: -2.4679 0.1206 -2.4295
C: -1.6043 -2.5712 -2.6973
H: -3.2515 2.1838 3.3867
C: -0.6191 -1.3920 1.7368
O: -0.3393 0.4508 -3.0153
H: -2.9489 0.2676 0.0805
C: 4.2386 -0.0777 -4.2808
H: 0.5045 0.8776 -4.7854

Mulliken population analysis, charges in e, atoms 1 to 2: H 0.236; H 0.900


No. 2
The following is a DFT calculation (the ωB97M-V functional and the def2-TZVPD basis) of a 9-piece molecular cluster, C34H86O20S2 overall at a distorted geometry.

Values from the calculation:
SMILES string = CCOS(C)(=O)=O.CCOS(C)(=O)=O.COCCOC.COCCOC.COCCOC.COCCOC.COCCOC.COCCOC.COCCOC
ΔE to the lowest compared entry with this formula, charge and spin = 0.0 kcal/mol
LUMO level = 0.5 eV
F_max = 0.0680 hartree/bohr

Cartesian coordinates (Å):
H: -0.8966 -1.0265 -1.3351
H: 8.0338 0.8717 3.2198
O: -0.7318 3.1718 -2.5428
H: 1.1269 -3.7253 4.2561
C: 1.9199 -2.9940 4.5551
H: 2.6425 3.0354 0.8162
H: 5.9768 -3.9479 -1.7591
C: 0.5006 -1.9444 6.2023
O: -3.4284 -1.3094 0.3655
H: 1.9535 0.4804 -5.3793
H: 0.6777 -1.0372 6.8384
H: -1.7888 -3.9789 -4.4220
C: 5.4336 -0.9310 -0.6054
H: -2.5798 1.4347 1.1065
H: -4.2767 1.8704 -1.1865
C: 1.2255 1.3193 -5.2295
H: 0.1423 1.2850 -6.9686
H: 4.1271 0.2033 4.6111
H: -2.1096 2.1047 -7.4505
C: -2.8636 -3.7419 -4.4720
H: 2.2527 3.5145 -4.1240
C: -3.5702 -3.8302 -0.4562
C: -1.9245 3.7187 4.1701
H: -3.1540 -3.5472 -5.5373
H: 3.4739 -0.4890 3.1737
H: 1.7996 2.5108 -2.2091
O: 5.7925 -1.9418 -1.4645
H: -1.3705 -1.6142 -3.7770
C: -2.8529 -0.8698 5.2390
C: 2.0278 2.1824 0.4809
H: 1.3845 -1.0283 -2.4749
H: -3.2912 -0.9761 6.2804
H: -5.8767 1.1872 -4.0789
H: 5.8003 1.1922 -0.5933
C: 5.9314 0.3184 -1.2455
O: -1.1169 2.0607 -5.5647
H: -1.3501 -2.3077 6.9479
C: 5.6025 -3.2579 -0.9974
H: 1.6260 1.5757 1.3299
H: -3.5243 -4.5365 -4.1719
H: -0.8628 3.5831 4.3759
H: -2.2241 0.6188 -3.4664
O: -0.4004 -2.3834 -0.0319
H: 2.1567 3.8643 -1.1800
O: -3.1699 -2.6396 -3.6353
C: 1.3735 3.1994 -1.4708
C: 7.7151 0.5487 4.2401
H: -5.7028 -3.2390 4.4471
C: -4.6866 2.1429 -0.1911
O: -0.0238 -3.7368 1.9099
H: -1.6036 -1.4358 2.6907
C: -2.2556 2.0282 -6.3903
H: -5.7060 -4.9098 4.2755
H: 2.6758 1.5564 -0.1828
O: 1.8001 2.4667 -5.8687
O: 6.2939 0.7916 4.3183
C: -1.0236 -2.0360 5.9403
O: 1.5995 -1.9722 1.3536
H: -3.1869 -0.2966 -2.2912
H: -2.9632 2.7910 -6.0798
S: 0.2197 -2.4314 1.3920
H: 1.7280 2.5577 3.3124
H: -0.5207 0.0914 -5.7605
H: -2.7724 1.1199 -6.2085
O: -3.6652 3.0264 0.3068
H: -4.7849 1.2916 0.5100
C: -4.9558 0.9991 -3.5117
H: -1.5315 4.5381 -3.8860
C: -2.9757 -0.2009 -3.3654
H: 1.0909 1.4895 -4.1553
O: -4.1832 -2.9802 1.9569
H: -3.1452 -1.8185 4.6699
H: 3.4081 0.8090 -2.3304
C: -1.7784 3.2592 1.8377
O: 0.9320 2.5605 -0.2971
S: -4.2847 -2.4279 0.4391
C: 4.0252 0.3809 3.5662
C: -5.2359 -3.9053 2.3387
H: 8.0799 1.1205 5.0781
H: -4.4880 2.0191 -3.4261
H: -4.3182 -4.6130 -0.6292
H: -4.9847 -4.8628 1.8867
C: -2.4639 2.4234 0.7701
H: -5.5184 2.8152 -0.3569
H: 3.9487 -0.8795 -2.6239
C: 0.0005 -1.2759 -0.8455
C: -5.1880 -4.0556 3.9265
H: 0.7444 4.5707 -3.0514
H: 1.5037 0.7609 3.4530
O: -1.4608 -0.8726 5.3888
H: 3.9440 0.3650 -3.8735
H: 5.8716 -0.6081 2.8007
H: 2.0288 1.7727 4.8762
O: -2.3355 2.8898 3.0679
H: -0.1997 4.8061 -1.5683
O: -5.6484 -2.3119 0.0079
H: 1.8273 -2.3193 -1.3042
C: 5.5159 0.3872 3.2021
H: 2.4729 -3.5141 5.3804
H: -2.0682 4.2834 1.6318
H: 5.6650 1.0505 2.3313
H: -2.4359 3.2324 5.0150
H: 0.0946 -1.2999 3.1771
C: -2.4842 -1.4755 -3.9875
H: -3.1427 -0.0214 4.6669
H: 2.5060 -2.7792 3.7082
H: -3.2038 -3.3500 -1.4242
H: -2.6916 -4.0283 0.1372
H: -0.4571 -0.1976 2.0158
H: 2.5851 4.2943 -5.6797
C: 1.8306 3.6677 -5.1637
H: 0.4002 -0.4370 -0.2604
H: 0.8315 4.1443 -5.2235
H: 4.4895 -3.3989 -0.8918
C: 1.0145 -1.8047 -1.7946
C: 0.2864 4.0290 -2.1676
H: -2.2691 2.9558 -3.6988
C: -0.5829 -1.2399 2.4012
C: 2.0960 1.6347 3.7415
C: -0.1112 1.0993 -5.9406
H: 0.6569 -2.8774 6.7463
H: -2.4761 -1.2670 -5.1187
H: -0.6602 3.0691 1.7299
H: -5.3502 0.5821 -2.5822
O: 3.3812 1.5050 3.1834
H: 7.9856 -0.5266 4.3905
H: -1.3345 -2.8357 5.2984
O: 1.3453 -1.7796 5.0537
H: 4.3255 -0.8175 -0.4697
O: -4.1317 0.1789 -4.1607
C: 4.1632 0.2022 -2.8502
H: -6.1660 -3.3837 2.0834
H: -2.1735 4.7567 4.0491
H: -1.8246 2.3160 -0.0511
H: -2.4185 4.1660 -2.3786
H: -4.1593 -4.1018 4.2954
O: 5.4324 0.6736 -2.5262
C: -1.7651 3.7537 -3.1637
H: 5.9243 -3.3966 0.0466
H: 5.8788 -1.1053 0.3717
H: 0.5349 -2.6091 -2.3718
H: 7.0269 0.2175 -1.4540

Mulliken population analysis, charges in e, atoms 1 to 2: H -0.371; H 0.284


Which of these has the lowest ΔE to the lowest compared entry with this formula, charge and spin?
C34H86O20S2